Entry 1:
Computed, not measured: 12 unconnected molecules or ions with the total composition C53H136N6O18, with ωB97M-V/def2-TZVPD.

```
213
Properties=species:S:1:pos:R:3:mulliken_charge:R:1
C 1.184 -5.117 10.898 -0.601
O 1.507 -3.785 10.781 -0.201
C 2.065 -3.433 9.561 -0.333
C 2.079 -1.903 9.297 -0.179
N 2.934 -1.276 10.308 -0.263
C 3.006 0.162 10.127 0.843
C 3.120 0.833 11.488 -1.004
O 3.088 2.316 11.464 -0.319
C 4.206 2.812 10.692 -0.484
H 2.075 -5.741 10.829 0.438
H 0.646 -5.498 10.030 -0.088
H 0.779 -5.392 11.872 0.370
H 1.476 -3.784 8.714 -0.379
H 3.002 -3.983 9.474 0.624
H 1.064 -1.506 9.304 0.154
H 2.517 -1.672 8.326 0.181
H 2.674 -1.524 11.252 0.436
H 2.130 0.608 9.655 -0.417
H 3.897 0.422 9.555 0.128
H 4.000 0.438 11.994 0.527
H 2.255 0.633 12.120 -0.015
H 4.127 2.653 9.616 0.002
H 5.147 2.396 11.051 0.327
H 4.132 3.899 10.653 0.277
C -4.139 2.198 5.312 -0.397
O -3.391 3.254 5.887 -0.570
C -2.172 2.874 6.610 0.257
C -1.176 2.147 5.712 0.302
N 0.051 1.903 6.407 -0.030
C 1.013 1.270 5.531 0.606
C 2.386 0.999 6.085 0.526
O 3.142 2.187 5.869 -0.464
C 4.450 2.082 6.321 -0.894
H -4.989 2.683 4.833 0.444
H -4.394 1.456 6.069 0.038
H -3.633 1.648 4.518 0.086
H -2.366 2.228 7.466 -0.215
H -1.752 3.835 6.908 0.063
H -0.966 2.727 4.813 0.472
H -1.676 1.211 5.462 -0.309
H 0.405 2.769 6.789 -0.122
H 1.042 1.725 4.541 0.660
H 0.569 0.282 5.406 -1.049
H 2.891 0.164 5.600 0.221
H 2.277 0.786 7.149 -0.604
H 4.350 1.780 7.363 0.262
H 4.899 3.060 6.149 0.274
H 4.994 1.335 5.743 0.382
C 2.528 7.962 9.455 -0.845
O 2.044 7.031 8.489 -0.304
C 2.912 6.005 8.116 -0.114
C 2.120 5.064 7.252 -0.825
N 0.964 4.419 7.873 -0.277
C 1.295 3.552 9.005 -0.187
C 0.047 3.064 9.768 -0.364
O -0.855 4.114 10.170 -0.522
C -2.190 3.645 10.476 -0.421
H 3.325 8.633 9.136 0.310
H 2.779 7.470 10.395 0.314
H 1.698 8.588 9.783 0.283
H 3.295 5.417 8.950 -0.113
H 3.771 6.423 7.592 0.561
H 2.792 4.339 6.792 -0.051
H 1.716 5.720 6.481 0.531
H 0.467 5.208 8.262 0.553
H 1.818 4.225 9.685 0.642
H 1.992 2.786 8.663 -0.397
H 0.326 2.641 10.733 0.602
H -0.501 2.323 9.186 -0.054
H -2.539 3.050 9.632 -0.026
H -2.921 4.439 10.627 0.293
H -2.139 3.089 11.412 0.344
C -1.836 -5.785 12.618 -0.145
O -1.410 -7.079 12.220 -0.407
C -2.486 -7.821 11.594 -0.581
C -1.929 -8.840 10.544 -0.848
N -1.312 -8.054 9.502 -0.115
C -0.479 -8.905 8.590 -1.161
C 0.194 -8.065 7.505 0.022
O 1.190 -7.123 8.022 -0.306
C 1.709 -6.263 7.051 -0.583
H -2.146 -5.143 11.794 0.242
H -0.955 -5.304 13.043 -0.267
H -2.583 -5.866 13.407 0.432
H -3.167 -7.208 11.004 0.213
H -3.053 -8.311 12.385 0.502
H -2.781 -9.391 10.147 0.434
H -1.241 -9.502 11.072 0.423
H -0.698 -7.366 9.914 0.023
H -1.172 -9.598 8.113 0.465
H 0.333 -9.417 9.107 0.489
H -0.598 -7.537 6.975 -0.177
H 0.531 -8.667 6.662 0.545
H 0.864 -5.801 6.540 0.124
H 2.214 -6.847 6.282 0.423
H 2.364 -5.506 7.484 0.207
C -0.479 -3.982 0.220 -0.918
O -1.357 -4.083 1.323 -0.428
C -0.832 -4.901 2.406 0.083
C -1.844 -4.908 3.522 1.080
N -3.076 -5.688 3.149 -0.240
C -2.850 -7.058 3.482 -0.363
C -3.541 -8.100 2.550 -0.908
O -2.955 -7.952 1.247 -0.233
C -3.252 -9.148 0.410 -0.802
H -0.496 -4.815 -0.484 0.342
H 0.524 -3.838 0.621 0.414
H -0.770 -3.143 -0.411 0.247
H 0.049 -4.389 2.792 0.059
H -0.415 -5.867 2.119 0.429
H -2.160 -3.885 3.725 -1.431
H -1.485 -5.290 4.478 0.100
H -3.055 -5.729 2.140 0.322
H -3.116 -7.197 4.530 0.206
H -1.795 -7.314 3.392 0.280
H -4.628 -8.013 2.547 0.363
H -3.291 -9.048 3.026 0.452
H -2.978 -10.085 0.895 0.306
H -2.812 -8.945 -0.566 0.239
H -4.325 -9.198 0.225 0.316
C 2.988 -3.150 5.198 -0.560
O 1.964 -2.524 4.411 0.231
C 2.403 -1.850 3.249 -1.095
C 1.218 -1.473 2.273 -0.156
N 0.351 -0.356 2.766 0.038
C -0.811 -0.231 1.800 -1.228
C -2.059 -0.864 2.337 0.087
O -2.319 -0.468 3.690 0.065
C -3.328 -1.233 4.398 -0.883
H 3.560 -3.798 4.535 0.443
H 2.513 -3.718 5.998 -0.225
H 3.662 -2.398 5.610 0.245
H 3.122 -2.455 2.697 0.644
H 2.946 -0.937 3.493 0.298
H 0.601 -2.360 2.132 -0.245
H 1.620 -1.117 1.324 0.670
H -0.069 -0.642 3.639 -0.320
H -0.677 -0.571 0.773 0.492
H -0.901 0.848 1.671 0.436
H -1.915 -1.943 2.279 -0.038
H -2.846 -0.554 1.649 0.354
H -3.340 -2.323 4.434 0.012
H -4.349 -0.977 4.116 0.581
H -3.317 -0.987 5.460 0.181
C -0.410 -1.274 12.763 -0.526
C 0.782 -1.615 13.751 0.066
C 0.366 -2.675 14.740 -1.054
O 1.779 -2.151 12.978 -0.565
H -0.874 -2.065 12.173 -0.054
H -0.149 -0.502 12.038 0.014
H -1.183 -0.736 13.310 0.579
H 1.274 -0.768 14.230 0.474
H 0.235 -3.628 14.228 -0.024
H -0.511 -2.610 15.384 0.372
H 1.160 -2.752 15.483 0.333
H 1.500 -2.970 12.562 0.322
C -3.694 -5.616 8.297 -0.036
C -4.245 -7.003 7.925 0.769
C -5.359 -7.035 6.885 -1.281
O -3.213 -7.829 7.430 -0.523
H -2.841 -5.641 8.976 0.278
H -4.529 -5.052 8.712 0.255
H -3.288 -5.118 7.416 -0.510
H -4.591 -7.494 8.835 0.237
H -6.371 -6.747 7.172 0.425
H -5.433 -8.004 6.391 0.420
H -5.142 -6.285 6.125 -0.097
H -2.598 -7.858 8.167 0.203
C -5.863 -3.479 6.527 0.179
C -6.527 -3.160 5.177 0.771
C -7.154 -4.331 4.543 -1.435
O -7.476 -2.100 5.396 -0.586
H -4.887 -3.923 6.332 -0.327
H -6.440 -4.202 7.103 0.397
H -5.749 -2.538 7.066 -0.114
H -5.777 -2.702 4.533 -0.250
H -7.923 -4.883 5.083 0.407
H -6.363 -5.052 4.333 0.140
H -7.655 -4.116 3.599 0.437
H -8.151 -2.544 5.915 0.397
C -5.894 -1.098 10.875 -1.482
C -4.579 -1.882 11.044 0.627
C -3.420 -1.027 10.491 0.247
O -4.336 -2.145 12.380 -0.541
H -6.037 -0.736 9.857 0.146
H -5.922 -0.178 11.460 0.481
H -6.694 -1.729 11.261 0.465
H -4.694 -2.819 10.499 -0.093
H -2.441 -1.488 10.620 -0.533
H -3.464 -0.082 11.031 0.361
H -3.570 -0.723 9.455 0.020
H -4.672 -1.409 12.897 0.404
C -5.919 2.032 9.608 -1.212
C -6.294 2.124 8.122 0.947
C -6.569 0.773 7.422 -0.917
O -7.491 2.867 8.095 -0.630
H -5.018 1.424 9.693 -0.106
H -6.661 1.506 10.208 0.405
H -5.779 3.005 10.078 0.512
H -5.542 2.658 7.541 -0.075
H -7.436 0.282 7.864 0.606
H -5.760 0.093 7.689 -0.311
H -6.715 0.966 6.359 0.492
H -7.495 3.662 8.634 0.348
C -1.377 -3.033 7.741 -0.666
C -0.714 -1.959 6.916 1.378
O -1.038 -0.647 7.469 0.652
H -1.016 -4.030 7.490 0.041
H -2.459 -2.938 7.644 0.278
H -1.144 -2.905 8.798 -0.190
H -1.011 -1.873 5.870 -0.441
H 0.354 -2.169 6.856 -0.477
H -0.538 0.037 7.019 -0.624
```

As for the structure (SMILES): COCCNCCOC.COCCNCCOC.COCCNCCOC.COCCNCCOC.COCCNCCOC.COCCNCCOC.CC(C)O.CC(C)O.CC(C)O.CC(C)O.CC(C)O.CCO. For the gap between HOMO and LUMO, the calculation gives 9.0 eV. Its LUMO energy is 0.02095 Ha. Its total energy is -3783.39201 Ha. As for the charge: 0.

---

Entry 2:
Computed, not measured: a molecular structure, C53H31N11O2SW, with ωB97M-V/def2-TZVPD.

```
99
Properties=species:S:1:pos:R:3:lowdin_spin:R:1
W 0.132 -0.194 -0.140 0.217
C -3.493 -5.799 -0.811 0.028
C -3.431 -5.441 -2.168 0.030
C -2.619 -4.408 -2.597 0.022
C -1.865 -3.738 -1.639 0.045
C -0.978 -2.603 -1.729 0.177
N -0.513 -2.292 -0.467 -0.016
C -1.116 -3.141 0.431 0.189
N -1.102 -3.137 1.794 0.025
C -0.757 -2.052 2.425 0.078
C -0.775 -1.892 3.901 0.054
C -1.270 -2.909 4.700 0.003
C -1.306 -2.771 6.079 0.064
C -0.816 -1.614 6.678 0.003
C -0.303 -0.593 5.903 0.056
C -0.286 -0.707 4.512 0.020
C 0.260 0.321 3.667 0.290
N 1.291 1.166 3.746 -0.027
C 1.773 1.382 2.518 0.193
N 1.778 -0.631 1.094 0.022
C 1.888 1.330 -0.470 -0.040
N 1.970 1.589 -1.843 0.019
C 1.263 0.852 -2.605 -0.001
N 0.178 0.073 -2.162 0.035
C -0.037 -0.914 -3.075 0.077
N -0.680 -2.033 -2.900 0.030
C 0.726 -0.596 -4.295 -0.001
C 0.840 -1.273 -5.496 0.011
C 1.794 -0.830 -6.401 -0.004
C 2.614 0.259 -6.102 0.013
C 2.490 0.942 -4.900 -0.003
C 1.533 0.503 -4.004 0.010
C 2.573 2.330 0.410 0.052
C 3.275 3.371 -0.211 -0.014
C 4.001 4.299 0.509 0.060
C 4.046 4.251 1.906 -0.011
C 3.343 3.275 2.562 0.046
C 2.598 2.324 1.844 0.004
N -0.523 -0.972 1.700 0.056
C -1.933 -4.087 -0.290 0.043
C -2.753 -5.126 0.142 0.024
H -4.137 -6.617 -0.510 0.001
H -4.033 -5.983 -2.886 0.001
H -2.556 -4.122 -3.639 0.001
H -1.627 -3.806 4.209 -0.001
H -1.707 -3.569 6.690 0.004
H -0.837 -1.515 7.755 -0.001
H 0.082 0.314 6.353 0.002
H 0.212 -2.130 -5.703 0.000
H 1.916 -1.342 -7.347 -0.001
H 3.374 0.560 -6.812 0.001
H 3.127 1.784 -4.659 0.000
H 3.256 3.409 -1.291 -0.002
H 4.555 5.066 -0.017 0.004
H 4.612 4.987 2.461 -0.002
H 3.344 3.209 3.644 0.002
H -2.811 -5.383 1.193 0.001
O -1.819 -0.222 -0.461 0.002
C -2.730 -0.047 0.498 0.002
C -3.983 -0.646 0.448 -0.001
C -4.915 -0.359 1.434 0.001
C -4.626 0.553 2.446 -0.001
C -3.364 1.127 2.512 0.002
C -2.398 0.803 1.566 -0.001
C -0.994 1.268 1.553 0.014
N -0.111 0.210 2.261 0.036
N 1.147 0.530 1.595 0.019
C 2.459 -0.255 -0.158 0.009
O 1.939 -1.083 -1.062 0.018
C 3.968 -0.148 -0.150 0.001
C 4.618 -0.157 -1.379 -0.001
C 5.988 0.057 -1.439 0.000
C 6.711 0.285 -0.275 -0.001
C 6.066 0.264 0.953 0.001
C 4.697 0.038 1.017 0.000
H -4.209 -1.337 -0.357 0.000
H -5.880 -0.848 1.410 0.000
H -5.371 0.792 3.194 0.000
H -3.115 1.805 3.322 0.001
H -0.856 2.182 2.130 0.001
H 4.039 -0.323 -2.278 0.000
H 6.488 0.051 -2.400 0.000
H 7.777 0.473 -0.324 0.000
H 6.624 0.435 1.865 0.000
H 4.196 0.006 1.977 0.001
S -1.753 4.800 -0.361 0.001
C -0.524 3.638 -0.746 0.002
N -0.910 2.548 -1.298 0.006
C -2.276 2.598 -1.559 0.000
C -3.010 1.654 -2.281 0.000
C -4.371 1.826 -2.404 0.000
C -5.022 2.928 -1.831 0.000
C -4.306 3.903 -1.169 0.000
C -2.925 3.736 -1.062 0.000
H 0.511 3.850 -0.502 0.000
H -2.505 0.803 -2.718 0.000
H -4.952 1.096 -2.955 0.000
H -6.096 3.023 -1.924 0.000
H -4.789 4.774 -0.746 0.000
```

As for the expectation value of S²: 2.115. For the gap between HOMO and LUMO (spin up / spin down), the calculation gives 5.3 / 5.2 eV. The multiplicity is 3. Its LUMO energy (spin up / spin down) is -0.03564 / -0.07666 Ha. Its total energy is -3256.20368 Ha. As for the charge: 0.

---

Entry 3:
Computed, not measured: a molecular structure, C53H33AsF5I4N4PbS2, with ωB97M-V/def2-TZVPD.

```
103
Properties=species:S:1:pos:R:3:mulliken_charge:R:1
Pb -0.089 -0.551 -0.085 1.134
I 0.209 -9.533 0.358 0.139
C 0.560 -7.507 0.743 -0.113
C -0.267 -6.812 1.616 -1.084
C -0.051 -5.471 1.847 -0.318
C 1.017 -4.780 1.242 0.867
C 1.798 -5.502 0.316 -0.716
C 1.587 -6.844 0.082 -0.865
C 1.189 -3.348 1.430 0.742
C 0.365 -2.614 2.318 0.346
C -0.178 -3.040 3.575 -1.760
C -0.736 -1.939 4.152 -1.060
C -0.586 -0.865 3.216 0.142
C -1.067 0.473 3.395 0.977
C -1.606 0.799 4.741 -0.707
C -0.868 1.586 5.619 -0.009
C -1.352 1.867 6.887 -0.742
C -2.586 1.367 7.272 -0.131
I -3.330 1.798 9.189 0.121
C -3.338 0.590 6.403 -0.687
C -2.842 0.300 5.143 0.040
C -1.073 1.474 2.452 -0.136
N -0.679 1.343 1.127 0.598
C -0.880 2.506 0.536 -0.286
C -0.527 2.776 -0.914 2.884
C -0.843 4.238 -1.209 -0.735
C 0.101 5.206 -0.868 -0.073
C -0.151 6.552 -1.078 -0.848
C -1.371 6.944 -1.608 -0.307
I -1.728 8.974 -2.015 0.113
C -2.353 6.005 -1.869 -0.805
C -2.086 4.660 -1.663 0.064
C 0.887 2.363 -1.261 -0.775
C 1.817 3.060 -2.088 -1.596
C 2.951 2.297 -2.116 -1.373
C 2.695 1.142 -1.309 0.097
N 1.395 1.215 -0.833 0.178
C 3.594 0.113 -1.063 1.201
C 3.332 -1.080 -0.331 0.209
C 4.292 -2.083 0.007 -1.316
C 3.613 -3.081 0.650 -1.366
C 2.252 -2.652 0.733 0.456
N 2.118 -1.438 0.169 0.492
C 4.964 0.266 -1.610 -0.525
C 5.447 -0.652 -2.543 -0.307
C 6.722 -0.521 -3.067 -0.704
C 7.531 0.523 -2.642 -0.154
I 9.465 0.721 -3.435 0.118
C 7.072 1.438 -1.708 -0.714
C 5.787 1.313 -1.204 -0.272
C -1.432 3.458 1.455 -1.483
C -1.559 2.814 2.647 -1.565
N 0.114 -1.287 2.148 -0.128
H -1.093 -7.316 2.099 0.422
H -0.747 -4.940 2.477 0.576
H 2.563 -5.000 -0.253 0.498
H 2.205 -7.370 -0.632 0.419
H -0.050 -4.010 4.027 0.846
H -1.201 -1.877 5.121 0.666
H 0.095 1.974 5.310 0.503
H -0.764 2.467 7.568 0.402
H -4.304 0.212 6.707 0.396
H -3.423 -0.306 4.457 0.613
H 1.038 4.912 -0.413 0.572
H 0.597 7.291 -0.827 0.433
H -3.322 6.308 -2.242 0.440
H -2.860 3.935 -1.868 0.550
H 1.644 3.992 -2.599 0.867
H 3.870 2.512 -2.635 0.620
H 5.349 -2.039 -0.193 0.656
H 4.027 -3.965 1.107 0.753
H 4.810 -1.461 -2.876 0.566
H 7.083 -1.232 -3.798 0.394
H 7.713 2.241 -1.370 0.406
H 5.428 2.023 -0.470 0.529
H -1.699 4.476 1.231 0.620
H -1.934 3.217 3.574 0.586
F 0.643 1.087 -7.362 -0.277
C 0.183 1.220 -6.133 0.698
C 0.532 0.308 -5.154 0.076
F 1.348 -0.701 -5.439 -0.312
C 0.030 0.440 -3.870 -0.014
F 0.406 -0.492 -2.994 -0.156
C -0.823 1.479 -3.511 0.464
S -1.610 1.563 -1.914 -0.251
C -1.155 2.384 -4.520 0.345
F -1.989 3.386 -4.281 -0.278
C -0.660 2.271 -5.808 0.276
F -1.004 3.158 -6.733 -0.293
C -5.058 -3.964 -0.580 -1.088
As -4.542 -2.107 -0.372 0.618
C -4.200 -1.488 -2.176 -0.980
C -6.178 -1.204 0.139 -1.087
S -2.947 -1.824 0.944 -0.484
H -5.947 -4.020 -1.207 0.398
H -5.265 -4.394 0.398 0.355
H -4.244 -4.515 -1.047 0.345
H -5.038 -1.746 -2.822 0.466
H -3.287 -1.954 -2.544 0.339
H -4.065 -0.408 -2.156 0.160
H -6.968 -1.490 -0.555 0.407
H -6.027 -0.128 0.097 0.330
H -6.453 -1.489 1.151 0.352
```

For the gap between HOMO and LUMO, the calculation gives 5.0 eV. Its LUMO energy is -0.17659 Ha. Its total energy is -7173.39026 Ha. As for the charge: +1.

---

Here are the calculated strongest force on any atom numbers, same order: 2.93, 1.92, 1.15 (eV/Å).